No. 1
C27H28BN5O6RhS2 as an isolated structure at a distorted geometry. Source: the OMol25 dataset; level of theory: the ωB97M-V functional and the def2-TZVPD basis.

Its total charge is -1. For the max |F|, the calculation gives 0.059 hartree/bohr. Its multiplicity is 1. The calculation puts the highest occupied orbital energy (spin up / spin down) at -0.161 / -0.161 hartree. The energy relative to the best compared isomer or geometry (same formula, charge and spin) is 34.2 kcal per mole. The calculation puts the lowest unoccupied orbital energy (spin up / spin down) at 0.08726 / 0.08726 Eh.

Positions of all 70 atoms, in Å:
Rh: 2.34 -0.62 0.63
O: 2.50 -0.43 2.95
N: 3.68 -0.42 3.50
C: 3.75 -0.40 4.86
C: 4.94 -0.43 5.52
C: 6.13 -0.49 4.80
C: 6.06 -0.49 3.42
C: 4.83 -0.46 2.76
S: 4.70 -0.44 1.05
H: 2.78 -0.36 5.33
H: 4.94 -0.42 6.60
H: 7.09 -0.54 5.30
H: 6.96 -0.53 2.82
N: -1.74 0.68 -6.61
C: -0.67 0.43 -5.76
C: 0.49 1.21 -5.83
C: 1.59 0.92 -5.05
C: 1.54 -0.16 -4.19
C: 0.40 -0.94 -4.08
C: -0.70 -0.65 -4.87
S: 2.95 -0.58 -3.18
O: 3.04 -2.02 -3.19
O: 4.09 0.14 -3.68
N: 2.54 -0.15 -1.68
C: 2.33 1.15 -1.40
N: 2.10 1.36 -0.08
C: 1.95 2.60 0.36
C: 1.99 3.67 -0.52
C: 2.16 3.37 -1.86
N: 2.31 2.13 -2.32
H: -1.80 1.61 -6.97
H: -2.63 0.31 -6.30
H: 0.51 2.05 -6.52
H: 2.49 1.51 -5.09
H: 0.40 -1.77 -3.39
H: -1.60 -1.25 -4.80
H: 1.79 2.71 1.42
H: 1.89 4.68 -0.17
H: 2.17 4.14 -2.62
C: 3.23 -3.28 -0.26
C: 2.24 -2.64 0.69
O: 1.50 -3.29 1.38
H: 3.10 -4.36 -0.25
H: 4.25 -3.03 0.05
H: 3.10 -2.89 -1.27
C: -5.58 -0.57 3.38
C: -5.51 0.21 2.06
C: -6.74 -0.17 1.22
C: -5.59 1.72 2.34
C: -4.19 -0.11 1.35
C: -4.15 -0.69 0.09
C: -2.94 -1.02 -0.54
C: -1.78 -0.77 0.14
O: -0.49 -1.01 -0.20
B: 0.31 -0.56 0.88
O: -0.53 -0.03 1.86
C: -1.81 -0.17 1.40
C: -2.99 0.16 2.02
H: -6.52 -0.36 3.90
H: -4.75 -0.31 4.04
H: -5.53 -1.64 3.18
H: -7.65 0.07 1.77
H: -6.74 -1.24 1.01
H: -6.76 0.38 0.28
H: -6.52 1.96 2.85
H: -5.54 2.28 1.41
H: -4.76 2.04 2.98
H: -5.06 -0.90 -0.45
H: -2.93 -1.49 -1.52
H: -2.98 0.61 3.01

No. 2
C27H28BrCaCl2F9N2O8S as an isolated structure at a distorted geometry. Source: the OMol25 dataset; level of theory: the ωB97M-V functional and the def2-TZVPD basis.

Its total charge is +2. For the max |F|, the calculation gives 0.049 hartree/bohr. Its multiplicity is 1. The calculation puts the highest occupied orbital energy at -0.510 hartree. The calculation puts the lowest unoccupied orbital energy at -0.28803 Eh.

Positions of all 79 atoms, in Å:
C: -5.41 -0.44 0.79
C: -5.12 -0.50 -0.69
O: -5.45 0.36 -1.46
O: -4.50 -1.65 -1.06
C: -3.62 -1.55 -2.17
C: -2.32 -0.77 -1.93
C: -1.29 -1.66 -1.23
C: 0.15 -1.34 -1.57
C: 0.62 -0.03 -1.72
C: 1.96 0.16 -2.09
S: 2.91 1.72 -2.36
O: 3.06 1.83 -3.77
O: 4.10 1.61 -1.58
C: 1.95 3.23 -1.84
F: 1.41 2.89 -0.57
F: 0.94 3.40 -2.64
C: 2.81 4.52 -1.62
F: 2.92 4.73 -0.29
F: 4.04 4.36 -2.09
C: 2.22 5.82 -2.26
F: 2.05 5.68 -3.57
F: 3.17 6.75 -2.10
C: 0.92 6.36 -1.54
F: 0.35 5.42 -0.78
F: 0.09 6.79 -2.47
F: 1.22 7.39 -0.77
C: 2.79 -0.91 -2.29
N: 2.33 -2.15 -2.12
O: 3.18 -3.23 -2.34
C: 4.29 -3.11 -1.64
N: 5.35 -3.05 -1.18
C: 1.07 -2.42 -1.76
C: 0.69 -3.86 -1.57
C: 0.88 -4.31 -0.07
O: 1.61 -5.22 0.19
C: 0.12 -3.61 1.05
C: -1.10 -4.14 1.46
C: -1.80 -3.51 2.47
C: -1.31 -2.39 3.12
C: -0.10 -1.87 2.69
C: 0.61 -2.48 1.67
H: -4.88 -1.23 1.32
H: -6.47 -0.56 0.97
H: -5.07 0.51 1.17
H: -3.37 -2.58 -2.42
H: -4.15 -1.13 -3.03
H: -1.95 -0.51 -2.93
H: -2.49 0.18 -1.41
H: -1.50 -2.68 -1.50
H: -1.42 -1.60 -0.15
H: -0.05 0.81 -1.57
H: 3.82 -0.77 -2.57
H: 1.29 -4.53 -2.18
H: -0.35 -4.02 -1.82
H: -1.51 -5.02 0.99
H: -2.75 -3.93 2.77
H: -1.87 -1.95 3.94
H: 0.30 -0.99 3.16
H: 1.55 -2.05 1.35
C: 2.93 -2.69 5.71
C: 3.44 -3.39 4.47
O: 3.20 -2.56 3.31
O: 1.55 -2.40 5.57
H: 3.07 -3.30 6.59
H: 3.47 -1.74 5.85
H: 2.89 -4.32 4.31
H: 4.50 -3.62 4.54
H: 3.81 -1.81 3.38
H: 1.41 -2.17 4.65
Cl: -2.67 3.41 0.89
C: -3.84 4.22 -0.19
C: -3.24 5.42 -0.89
Cl: -2.88 6.75 0.24
H: -4.71 4.50 0.41
H: -4.16 3.49 -0.93
H: -3.94 5.80 -1.63
H: -2.31 5.16 -1.40
Br: -0.85 0.47 1.42
Ca: 1.44 2.02 1.35

No. 3
C27H28BrIrN4O4 as an isolated structure at a distorted geometry. Source: the OMol25 dataset; level of theory: the ωB97M-V functional and the def2-TZVPD basis.

Its total charge is +1. For the max |F|, the calculation gives 0.047 hartree/bohr. Its multiplicity is 2. The calculation puts the highest occupied orbital energy (spin up / spin down) at -0.357 / -0.377 hartree. The energy relative to the best compared isomer or geometry (same formula, charge and spin) is 67.2 kcal per mole. The calculation puts the lowest unoccupied orbital energy (spin up / spin down) at -0.12011 / -0.13166 Eh.

Positions of all 65 atoms, in Å:
Ir: -0.06 0.24 0.47
C: 1.47 -0.51 -2.12
N: 1.36 0.67 -1.24
C: 0.96 1.86 -2.04
C: -0.18 1.71 -3.03
C: -1.46 1.06 -2.47
N: -1.57 0.94 -1.05
C: -1.42 3.39 -0.69
C: -0.79 4.16 0.28
C: -0.93 5.58 0.28
C: -0.30 6.35 1.21
C: 0.51 5.71 2.18
C: 0.71 4.36 2.19
C: 0.09 3.50 1.23
O: 0.43 2.25 1.26
C: 2.70 1.02 -0.65
C: 2.98 0.49 0.74
C: 2.85 -1.00 0.85
N: 1.43 -1.39 0.73
C: 1.18 -2.62 1.01
C: -0.09 -3.25 1.03
C: -0.17 -4.59 1.46
C: -1.37 -5.24 1.57
C: -2.54 -4.53 1.25
C: -2.48 -3.22 0.81
C: -1.25 -2.55 0.68
O: -1.29 -1.33 0.21
H: 2.07 -0.27 -3.00
H: 0.48 -0.84 -2.43
H: 1.93 -1.33 -1.59
H: 1.84 2.16 -2.63
H: 0.78 2.67 -1.33
H: 0.15 1.12 -3.89
H: -0.39 2.70 -3.41
H: -1.54 0.02 -2.81
H: -2.34 1.58 -2.86
H: -1.75 3.76 -1.66
H: -1.57 6.04 -0.46
H: -0.43 7.42 1.22
H: 1.01 6.32 2.93
H: 1.35 3.89 2.92
H: 2.77 2.11 -0.60
H: 3.47 0.67 -1.34
H: 2.29 0.97 1.44
H: 3.98 0.79 1.04
H: 3.27 -1.34 1.80
H: 3.42 -1.49 0.06
H: 2.03 -3.26 1.26
H: 0.75 -5.11 1.72
H: -1.42 -6.27 1.90
H: -3.50 -5.01 1.35
H: -3.38 -2.68 0.55
Br: 0.86 -0.60 3.68
C: -0.97 -0.19 3.44
C: -1.77 -0.42 4.54
C: -3.11 -0.01 4.49
C: -3.56 0.62 3.38
C: -2.67 0.82 2.27
N: -1.35 0.37 2.29
C: -3.28 1.48 1.25
O: -3.98 2.08 0.56
O: -1.53 2.16 -0.37
H: -1.35 -0.88 5.42
H: -3.76 -0.17 5.33
H: -4.58 0.98 3.30

No. 4
An isolated ion of composition C27H28ClN4O3S2 and charge +1 at a distorted geometry. Source: the OMol25 dataset; level of theory: the ωB97M-V functional and the def2-TZVPD basis.

Its total charge is +1. The SMILES is CN(C)CCCN(C(=O)c1ccc(S(=O)(=O)[N@@H+]2CCc3ccccc32)cc1)c1nc2c(Cl)cccc2s1. For the max |F|, the calculation gives 0.022 hartree/bohr. Its multiplicity is 1. The calculation puts the highest occupied orbital energy at -0.371 hartree. The energy relative to the best compared isomer or geometry (same formula, charge and spin) is 22.8 kcal per mole. The calculation puts the lowest unoccupied orbital energy at -0.12208 Eh.

Positions of all 65 atoms, in Å:
C: -7.84 -1.29 -1.18
N: -7.60 -0.75 0.14
C: -7.25 -1.78 1.10
C: -6.78 0.43 0.18
C: -5.29 0.26 -0.22
C: -4.39 0.01 1.00
N: -3.01 -0.25 0.60
C: -2.63 -1.57 0.43
O: -3.41 -2.48 0.50
C: -1.15 -1.77 0.25
C: -0.32 -1.56 1.35
C: 1.05 -1.75 1.23
C: 1.55 -2.16 0.00
S: 3.30 -2.29 -0.20
O: 4.00 -2.43 1.02
O: 3.66 -3.04 -1.35
N: 3.74 -0.49 -0.74
C: 5.11 -0.52 -1.30
C: 6.03 -0.30 -0.09
C: 5.14 0.43 0.87
C: 5.43 1.14 2.02
C: 4.38 1.74 2.71
C: 3.08 1.64 2.26
C: 2.77 0.92 1.11
C: 3.82 0.33 0.44
C: 0.73 -2.43 -1.08
C: -0.64 -2.26 -0.94
C: -2.21 0.78 0.23
N: -1.15 0.65 -0.50
C: -0.52 1.83 -0.70
C: 0.62 2.04 -1.47
Cl: 1.30 0.69 -2.33
C: 1.17 3.30 -1.59
C: 0.57 4.38 -0.95
C: -0.58 4.22 -0.19
C: -1.12 2.95 -0.08
S: -2.55 2.43 0.77
H: -8.13 -0.49 -1.85
H: -8.66 -2.01 -1.12
H: -6.96 -1.81 -1.60
H: -6.34 -2.34 0.83
H: -8.08 -2.49 1.15
H: -7.13 -1.33 2.08
H: -7.23 1.15 -0.51
H: -6.84 0.85 1.18
H: -4.95 1.16 -0.73
H: -5.19 -0.58 -0.91
H: -4.73 -0.87 1.54
H: -4.40 0.87 1.67
H: -0.73 -1.23 2.29
H: 1.72 -1.61 2.06
H: 3.01 -0.17 -1.40
H: 5.27 -1.47 -1.80
H: 5.21 0.29 -2.02
H: 6.92 0.27 -0.35
H: 6.35 -1.24 0.35
H: 6.44 1.23 2.37
H: 4.60 2.30 3.61
H: 2.28 2.13 2.81
H: 1.75 0.85 0.76
H: 1.17 -2.78 -2.00
H: -1.30 -2.48 -1.77
H: 2.05 3.45 -2.19
H: 1.00 5.36 -1.05
H: -1.06 5.06 0.28

No. 5
C27H28EuI2N7O4S2 as an isolated structure at a distorted geometry. Source: the OMol25 dataset; level of theory: the ωB97M-V functional and the def2-TZVPD basis.

Its total charge is -1. For the max |F|, the calculation gives 0.075 hartree/bohr. Its multiplicity is 8. The calculation puts the highest occupied orbital energy (spin up / spin down) at -0.043 / -0.169 hartree. The energy relative to the best compared isomer or geometry (same formula, charge and spin) is 30.0 kcal per mole. The calculation puts the lowest unoccupied orbital energy (spin up / spin down) at 0.07574 / 0.07574 Eh.

Positions of all 71 atoms, in Å:
Eu: -0.63 -0.99 -0.22
I: -6.36 3.45 3.07
C: -5.03 1.98 2.31
C: -4.80 0.81 3.03
C: -3.95 -0.11 2.49
I: -3.45 -1.90 3.49
C: -3.30 0.03 1.24
O: -2.55 -0.91 0.80
C: -3.55 1.25 0.55
C: -2.90 1.51 -0.78
N: -1.43 1.55 -0.69
C: -1.00 2.58 0.26
C: -0.95 1.97 1.64
C: -1.46 2.64 2.75
C: -1.41 2.03 3.98
C: -0.83 0.77 4.07
C: -0.32 0.18 2.93
N: -0.38 0.76 1.73
C: -4.41 2.19 1.10
H: -5.29 0.63 3.97
H: -3.14 0.69 -1.48
H: -3.29 2.46 -1.19
H: -1.09 1.77 -1.63
H: 0.00 2.92 -0.02
H: -1.68 3.44 0.26
H: -1.92 3.61 2.62
H: -1.82 2.51 4.86
H: -0.77 0.25 5.01
H: 0.14 -0.80 2.97
H: -4.60 3.11 0.55
N: 2.13 -0.11 -3.75
C: 2.71 0.90 -3.02
C: 3.78 1.75 -3.27
C: 4.13 2.61 -2.25
C: 3.44 2.64 -1.03
C: 2.38 1.80 -0.79
C: 2.01 0.92 -1.80
N: 1.04 -0.05 -1.81
C: 1.15 -0.66 -2.97
C: 0.40 -1.84 -3.34
C: 0.24 -2.32 -4.61
S: -0.64 -3.79 -4.60
C: -0.72 -3.67 -2.85
N: -0.16 -2.61 -2.36
H: 2.39 -0.43 -4.67
H: 4.32 1.73 -4.20
H: 4.97 3.27 -2.39
H: 3.78 3.31 -0.26
H: 1.88 1.77 0.17
H: 0.56 -1.90 -5.54
H: -1.13 -4.46 -2.26
C: 2.84 -2.55 -0.71
O: 1.53 -2.33 -0.25
C: 1.20 -2.77 1.06
O: 0.00 -2.55 1.26
H: 3.25 -3.47 -0.27
H: 3.48 -1.70 -0.45
H: 2.81 -2.66 -1.79
N: 3.49 -2.47 2.54
C: 3.90 -1.20 2.45
N: 5.17 -0.89 2.82
S: 2.91 -0.01 1.85
H: 4.14 -3.17 2.86
H: 2.56 -2.74 2.06
H: 5.72 -1.54 3.35
H: 5.39 0.09 2.89
C: -3.01 -1.86 -2.34
O: -1.93 -1.09 -2.04
H: -3.55 -1.46 -3.22
H: -3.72 -1.96 -1.51
H: -2.70 -2.90 -2.62

No. 6
C27H28F5HfN6OS3 as an isolated structure. Source: the OMol25 dataset; level of theory: the ωB97M-V functional and the def2-TZVPD basis.

Its total charge is +3. For the max |F|, the calculation gives 0.004 hartree/bohr. Its multiplicity is 1. The calculation puts the highest occupied orbital energy at -0.603 hartree. The energy relative to the best compared isomer or geometry (same formula, charge and spin) is 0.0 kcal per mole. The calculation puts the lowest unoccupied orbital energy at -0.34401 Eh.

Positions of all 71 atoms, in Å:
Hf: -1.65 0.51 -0.83
F: -0.23 -1.88 5.32
C: -0.57 -1.87 4.05
C: -0.42 -0.71 3.30
F: 0.06 0.41 3.84
C: -0.79 -0.75 1.98
F: -0.63 0.42 1.22
C: -1.31 -1.86 1.34
S: -1.76 -1.85 -0.37
C: -1.45 -3.01 2.11
F: -1.94 -4.11 1.57
C: -1.09 -3.01 3.46
F: -1.23 -4.11 4.17
C: -4.71 5.72 1.60
C: -3.81 4.76 0.94
C: -2.70 5.08 0.19
C: -1.93 4.07 -0.39
N: -2.24 2.78 -0.21
C: -3.36 2.46 0.48
S: -3.78 0.81 0.57
N: -4.10 3.43 1.05
C: -0.77 4.43 -1.25
H: -4.32 6.73 1.53
H: -4.84 5.46 2.65
H: -5.70 5.69 1.12
H: -2.43 6.12 0.05
H: -4.93 3.15 1.56
H: -1.11 5.05 -2.07
H: -0.24 3.56 -1.65
H: -0.06 5.04 -0.68
C: 1.60 2.50 0.12
C: 1.57 1.44 -0.93
N: 0.50 0.76 -1.37
C: 0.98 -0.15 -2.31
C: 2.32 0.00 -2.44
N: 2.66 1.00 -1.56
H: 0.62 2.64 0.56
H: 1.95 3.44 -0.30
H: 2.29 2.21 0.91
H: 0.34 -0.88 -2.79
H: 3.04 -0.53 -3.03
H: 3.59 1.36 -1.40
C: 0.43 -2.47 -6.31
C: -1.10 -2.41 -6.27
C: -1.64 -1.69 -5.04
N: -1.14 -0.29 -5.04
C: -1.50 0.67 -4.24
S: -2.76 0.38 -3.05
N: -0.95 1.90 -4.29
C: 0.41 2.26 -4.66
O: 1.01 2.91 -3.85
C: 0.90 1.85 -5.98
C: 0.02 1.70 -7.06
C: 0.52 1.36 -8.31
C: 1.89 1.17 -8.47
C: 2.76 1.33 -7.40
C: 2.27 1.68 -6.16
H: 0.76 -3.06 -7.17
H: 0.83 -2.95 -5.42
H: 0.90 -1.49 -6.42
H: -1.51 -3.41 -6.26
H: -1.49 -1.92 -7.17
H: -1.30 -2.18 -4.13
H: -2.72 -1.67 -5.04
H: -0.45 -0.07 -5.76
H: -1.34 2.55 -3.62
H: -1.04 1.89 -6.94
H: -0.15 1.27 -9.15
H: 2.28 0.91 -9.45
H: 3.83 1.19 -7.55
H: 2.94 1.84 -5.32

No. 7
C27H28F7N7O3OsS2 as an isolated structure at a distorted geometry. Source: the OMol25 dataset; level of theory: the ωB97M-V functional and the def2-TZVPD basis.

Its total charge is +2. For the max |F|, the calculation gives 0.021 hartree/bohr. Its multiplicity is 1. The calculation puts the highest occupied orbital energy (spin up / spin down) at -0.453 / -0.453 hartree. The calculation puts the lowest unoccupied orbital energy (spin up / spin down) at -0.28952 / -0.28949 Eh.

Positions of all 75 atoms, in Å:
Os: 0.60 -0.27 -0.55
C: 0.15 -0.93 -3.50
N: 0.98 -0.09 -2.59
C: 0.81 1.32 -3.03
C: 2.39 -0.57 -2.74
C: 3.26 -0.16 -1.56
N: 2.44 -0.35 -0.34
C: 2.99 -0.32 0.96
C: 2.09 -0.39 2.02
F: 0.76 -0.48 1.71
C: 2.47 -0.35 3.34
F: 1.55 -0.42 4.28
C: 3.81 -0.23 3.66
C: 4.73 -0.13 2.63
F: 6.02 0.02 2.89
C: 4.34 -0.17 1.29
F: 5.26 -0.03 0.34
H: 0.53 -0.82 -4.52
H: -0.88 -0.61 -3.45
H: 0.23 -1.98 -3.21
H: 0.94 1.38 -4.12
H: 1.54 1.95 -2.55
H: -0.20 1.65 -2.77
H: 2.81 -0.22 -3.68
H: 2.34 -1.66 -2.78
H: 3.56 0.89 -1.63
H: 4.17 -0.75 -1.54
H: 4.14 -0.20 4.69
N: -4.66 5.54 3.95
C: -4.24 4.75 2.93
C: -4.21 3.35 3.08
C: -3.78 2.55 2.05
C: -3.37 3.12 0.84
C: -3.41 4.51 0.68
C: -3.85 5.31 1.71
S: -2.81 2.11 -0.44
O: -2.71 2.88 -1.65
O: -3.57 0.88 -0.45
N: -1.29 1.60 0.00
C: -0.26 2.39 -0.17
S: -0.12 4.06 -0.62
C: 1.61 3.90 -0.58
C: 1.98 2.64 -0.31
N: 0.93 1.76 -0.06
H: -4.98 5.14 4.82
H: -4.72 6.53 3.84
H: -4.55 2.90 4.01
H: -3.77 1.47 2.17
H: -3.15 4.94 -0.27
H: -3.90 6.38 1.57
H: 2.25 4.75 -0.74
H: 3.00 2.32 -0.18
C: -2.25 -1.59 1.08
C: -2.34 -1.29 -0.38
N: -3.40 -1.71 -1.05
O: -1.39 -0.78 -1.05
H: -3.15 -1.24 1.57
H: -1.40 -1.08 1.51
H: -2.16 -2.66 1.23
H: -4.23 -1.98 -0.54
H: -3.54 -1.40 -2.00
F: 2.22 -7.09 -1.65
C: 1.24 -6.84 -0.79
F: 0.14 -7.47 -1.18
F: 1.60 -7.31 0.41
C: 1.01 -5.34 -0.71
C: 2.01 -4.52 -0.22
C: 1.81 -3.16 -0.19
N: 0.67 -2.55 -0.60
C: -0.29 -3.37 -1.07
C: -0.16 -4.75 -1.13
H: 2.95 -4.93 0.13
H: 2.58 -2.52 0.20
H: -1.19 -2.92 -1.44
H: -0.97 -5.35 -1.53